# 1
This record from the Open Molecules 2025 dataset describes 2 unconnected molecules or ions with the total composition C2H2ClOP at a distorted geometry. The level of theory is the ωB97M-V functional and the def2-TZVPD basis.

Charge: 0
Relative energy (zero: lowest compared OMol25 entry of this formula, charge and spin), eV: 3.263
HOMO-LUMO gap, eV: 8.751
Largest force on an atom, eV/Å: 3.7
Highest occupied orbital energy, eV: -8.822

Each line ends with the Mulliken charge.
Atoms and positions in Å:
C  -0.241  0.906  1.790  0.1314
C  -0.410  -0.701  0.168  0.1077
O  -1.187  1.094  2.449  -0.2937
P  -0.695  -0.045  -1.343  -0.0580
Cl  -0.042  -2.236  0.643  -0.1289
H  0.868  1.366  1.942  0.2637
H  -0.982  -1.156  -1.989  -0.0221

=====

# 2
This record from the Open Molecules 2025 dataset describes C2H2ClP in the gas phase at a distorted geometry. The level of theory is the ωB97M-V functional and the def2-TZVPD basis.

Charge: 0
Relative energy (zero: lowest compared OMol25 entry of this formula, charge and spin), eV: 5.420
HOMO-LUMO gap (alpha / beta), eV: 7.035 / 7.085
Largest force on an atom, eV/Å: 6.5
Highest occupied orbital energy (alpha / beta), eV: -9.053 / -9.124

Each line ends with the Mulliken charge.
Atoms and positions in Å:
C  1.298  1.190  0.027  -0.3107
C  0.084  1.005  0.106  -0.3540
P  -2.105  -3.016  -0.121  0.2193
Cl  -0.528  -1.077  0.152  -0.2920
H  2.230  1.012  -0.435  0.3312
H  -0.978  0.886  0.272  0.4061